# 1
C6H11NO2 | ωB97M-V/def2-TZVPD

Geometry as XYZ:
```
20
Properties=species:S:1:pos:R:3:forces:R:3
O 2.13401 -0.96459 1.05050 -0.889 0.586 -0.652
O -1.50800 0.86776 -2.31675 0.218 0.142 0.037
N -1.38302 -1.03419 -0.21784 -0.846 -0.312 0.179
C -0.99756 1.64802 -1.25317 2.205 -0.834 1.213
C 0.95306 -1.20621 0.97143 -1.698 0.002 -0.504
C 0.37028 -2.36222 1.76169 -0.015 -0.083 -0.226
C -0.23248 -0.33398 0.05143 4.480 -2.703 2.322
C 1.33638 1.70089 0.12325 1.132 0.244 0.272
C 0.20468 0.84698 -0.28264 -4.009 3.162 -2.761
H 2.25632 1.49505 -0.42836 -0.053 -0.313 -0.092
H -1.27052 -1.79048 -0.88100 -0.003 0.073 0.095
H -0.78366 0.67707 -2.92293 -0.065 -0.007 0.058
H -1.85245 1.91667 -0.62965 0.148 -0.027 0.042
H 1.11242 -3.14672 1.91066 0.101 0.189 0.017
H 1.18837 2.76973 -0.04454 -0.560 -0.077 -0.040
H -0.50815 -2.78432 1.28292 -0.103 0.074 0.064
H 0.07432 -1.97224 2.73670 -0.086 -0.006 0.042
H 1.61300 1.59148 1.16963 -0.085 -0.156 0.083
H -2.19147 -0.47867 -0.46271 0.249 0.041 -0.160
H -0.51555 2.55997 -1.61862 -0.119 0.007 0.012
```
Forces are in eV/Å.

charge = 0
HOMO energy = -0.3089 Eh
HOMO-LUMO gap = 9.107 eV
structure (SMILES) = CC(=O)/C(N)=C(\C)CO



# 2
C6H12O | ωB97M-V/def2-TZVPD

Geometry as XYZ:
```
19
Properties=species:S:1:pos:R:3:forces:R:3
O -0.91080 -0.26735 -1.29806 0.072 -0.451 -0.041
C -0.08940 -1.27507 -0.69525 0.524 -0.316 -0.405
C -0.42308 0.87464 -0.79104 -0.058 0.922 0.198
C -0.52414 1.05429 0.76134 -0.472 1.556 -1.780
C 0.74271 -1.96622 -1.73484 0.102 -0.177 -0.197
C 0.56376 1.97193 1.28731 0.054 -0.004 0.125
C -0.79263 -0.11158 1.52028 -0.392 -0.881 1.297
H -0.61820 1.73083 -1.43658 -0.197 0.078 0.252
H -0.70080 -1.98783 -0.13065 0.246 0.266 -0.008
H 0.70533 2.84724 0.64462 -0.043 -0.147 0.097
H 0.62321 -0.65379 -0.12394 -0.106 -1.147 0.444
H 1.51068 1.42317 1.32701 -0.058 0.096 0.001
H -0.11631 -0.44019 2.30345 -0.136 0.074 -0.035
H 0.31553 2.30732 2.29895 0.093 0.010 -0.114
H 0.13335 -2.56176 -2.41553 0.090 0.025 -0.060
H 1.30016 -1.20579 -2.28793 -0.001 -0.197 -0.091
H -1.49706 1.59271 0.65337 0.211 0.165 0.497
H -1.67452 -0.71205 1.33322 0.131 0.118 0.029
H 1.45222 -2.62051 -1.21574 -0.063 0.011 -0.208
```
Forces are in eV/Å.

charge = 0
HOMO energy (alpha / beta) = -0.2599 / -0.2796 Eh
HOMO-LUMO gap (alpha / beta) = 7.717 / 8.358 eV



# 3
CH3IO2S | ωB97M-V/def2-TZVPD

Geometry as XYZ:
```
8
Properties=species:S:1:pos:R:3:forces:R:3
I 0.63912 2.52574 -2.24628 0.017 0.022 -0.355
S 1.62080 0.69557 -0.98418 0.148 -0.705 0.105
O 2.43321 1.35403 0.00512 -0.010 -0.423 -0.378
O 2.15929 -0.33011 -1.84603 -0.440 0.808 0.462
C 0.13358 0.16043 -0.11569 1.798 -0.214 2.083
H 0.00954 1.14566 0.43305 -0.633 -1.538 -0.272
H 0.50635 -0.71214 0.61438 -0.952 1.991 -1.611
H -0.67805 -0.13378 -0.77048 0.071 0.060 -0.035
```
Forces are in eV/Å.

charge = 0
HOMO energy = -0.3770 Eh
HOMO-LUMO gap = 9.407 eV
structure (SMILES) = CS(=O)(=O)I



# 4
C25H43Cl12 | ωB97M-V/def2-TZVPD

Geometry as XYZ:
```
80
Properties=species:S:1:pos:R:3:forces:R:3
Cl 9.51256 -3.57389 0.22343 0.042 0.010 -0.013
Cl -2.25691 -0.89415 4.85891 0.094 0.033 0.026
Cl -8.65644 -0.76957 -3.73699 -0.027 -0.018 0.010
Cl 1.36059 4.65168 -2.10560 0.108 0.127 -0.035
Cl 6.41547 -0.93817 1.64083 -0.066 -0.030 -0.003
Cl -5.35224 -1.52517 -4.08029 -0.076 -0.194 -0.142
Cl -1.94615 5.37487 -2.06512 0.060 -0.058 0.020
Cl 5.50941 0.35583 -1.37303 0.343 -0.037 0.027
Cl 0.24896 -2.31771 1.21230 -0.011 -0.376 0.039
Cl 9.78998 -2.10844 3.29070 0.009 0.043 -0.030
Cl -4.93800 0.98168 3.92934 0.017 -0.002 0.002
Cl -2.99860 -3.15308 1.64542 -0.079 0.006 -0.056
C -6.28312 -0.35319 -5.03654 0.065 0.021 -0.095
C 1.89228 0.19356 2.05413 1.378 -0.332 0.465
C -0.69921 1.83467 -0.99795 -0.707 -0.193 0.466
C -4.12033 0.02523 -1.14897 0.505 0.005 0.631
C -0.37073 -3.71759 2.10844 0.099 -0.003 -0.065
C -1.62582 -4.27338 1.48123 0.017 -0.218 0.103
C -2.22766 1.64016 -0.82071 0.925 -0.282 0.273
C -4.88738 -0.78563 4.14184 -0.100 -0.072 -0.053
C 0.22949 1.25222 0.09320 -0.039 0.217 -0.876
C 2.10427 1.01056 -1.61778 -0.761 -0.113 0.760
C 9.44599 -4.38171 1.81186 -0.001 -0.128 0.081
C 0.62153 0.57443 2.36670 -0.399 0.279 0.911
C -0.62979 6.45486 -2.57973 -0.196 0.078 0.007
C -5.03417 1.15706 -0.64211 -0.079 -1.082 -0.474
C 8.79277 -3.52186 2.86352 -0.151 -0.091 0.053
C 6.89343 0.84955 -0.36856 0.046 0.085 -0.035
C -2.65033 0.15501 -0.65153 -0.096 1.009 -1.104
C -1.80937 -0.83099 -1.49877 -0.866 -0.330 0.223
C 1.54090 0.86607 -0.20022 0.642 0.217 -1.154
C -3.96339 -1.19573 5.26161 -0.059 -0.113 0.035
C -7.33780 0.33790 -4.21005 0.084 0.220 -0.004
C -0.19794 1.10001 1.39656 -0.821 0.263 -0.034
C 2.37270 0.33872 0.76762 -0.111 -0.056 0.206
C 7.50121 -0.31370 0.37277 0.207 0.029 -0.023
C 0.48398 5.69223 -3.25148 0.100 0.099 -0.129
H -4.06162 -2.26477 5.44835 -0.016 -0.004 -0.091
H 7.82128 -3.15825 2.53640 0.068 0.079 -0.052
H -1.27273 -0.35774 -2.32482 0.049 0.046 0.216
H 3.38474 0.02652 0.53001 -0.055 0.051 -0.049
H -1.48676 -4.47773 0.42180 0.014 0.135 -0.005
H -4.58790 -1.23063 3.19558 0.086 0.088 0.006
H -6.91386 0.76463 -3.30305 0.014 -0.119 0.030
H 0.26914 0.46452 3.38943 -0.075 -0.001 -0.094
H -1.05586 7.17474 -3.27918 0.052 -0.026 -0.046
H -1.90715 -5.20360 1.97578 -0.005 0.040 0.047
H 1.56967 0.27414 -2.23050 0.356 0.119 -0.245
H -2.47628 2.14227 0.13747 -0.250 0.154 -0.319
H -0.26978 6.99517 -1.70624 0.039 -0.067 0.007
H 7.63435 1.28573 -1.03773 0.031 -0.070 0.007
H -4.09140 0.03145 -2.24817 -0.004 0.067 0.313
H 7.74033 -1.13478 -0.29866 -0.095 -0.014 0.015
H -4.83887 2.03577 -1.25540 0.097 0.163 0.415
H 8.87100 -5.29694 1.67816 -0.059 0.053 -0.008
H -7.79252 1.14070 -4.78913 -0.011 -0.049 -0.035
H 3.18122 0.82955 -1.58871 -0.459 0.057 -0.287
H -6.71829 -0.87572 -5.88623 -0.053 -0.030 0.065
H 1.21014 6.38741 -3.67357 -0.014 0.031 0.055
H 6.55193 1.62407 0.31495 -0.074 -0.068 0.015
H -4.46372 -0.97343 -0.81951 -0.302 0.177 -0.157
H -0.50327 2.91195 -1.05024 0.005 -0.073 0.046
H 1.87518 2.00473 -2.01309 0.195 -0.226 -0.061
H -4.82136 1.32922 0.41656 -0.211 0.275 -0.100
H -4.19351 -0.66415 6.18259 0.034 0.074 -0.054
H 0.10494 5.06381 -4.05454 -0.056 -0.065 0.097
H 8.41928 0.00055 0.86865 -0.037 0.022 0.029
H 0.41003 -4.47899 2.10392 -0.053 -0.040 -0.047
H -0.54275 -3.40878 3.13858 -0.086 0.040 -0.043
H -5.90341 -1.10822 4.36748 0.020 0.011 0.055
H -1.16125 -1.41709 -0.85529 0.464 0.084 -0.169
H -2.49847 -1.55727 -1.96414 0.193 0.018 0.048
H -0.41483 1.45124 -1.98334 0.260 -0.027 0.192
H -5.57373 0.38261 -5.41419 -0.017 0.055 0.102
H 8.65360 -4.09987 3.77622 0.078 -0.025 -0.018
H -6.08298 0.84584 -0.77732 0.044 0.180 0.211
H -2.59438 -0.16328 0.41015 -0.168 -0.193 -0.101
H 2.55598 -0.23094 2.80626 -0.170 0.029 0.022
H 10.46139 -4.65244 2.09217 0.016 0.088 -0.037
H -1.21769 1.39564 1.62750 0.056 -0.052 0.012
```
Forces are in eV/Å.

charge = -1
HOMO energy = -0.0425 Eh
HOMO-LUMO gap = 3.059 eV



# 5
C16H17NO | ωB97M-V/def2-TZVPD

Geometry as XYZ:
```
35
Properties=species:S:1:pos:R:3:forces:R:3
O 0.78448 -3.22673 0.87269 -0.367 0.381 -0.452
N -1.95615 1.62198 -0.17074 -0.643 -0.103 0.520
C 1.81628 2.20232 2.04091 1.396 -0.381 1.183
C 0.97107 -1.85878 1.07943 0.119 -0.331 0.458
C 1.60012 0.74322 1.72976 -0.612 1.067 -0.478
C -2.68906 -2.01487 -0.48478 0.247 0.882 0.307
C 0.04052 1.99867 -1.64647 -0.380 0.634 0.883
C -1.05782 -0.12796 -1.27736 0.100 0.344 0.422
C -0.91148 1.23535 -0.96197 0.266 -0.301 -1.669
C 2.11453 0.18903 0.56023 -1.040 -0.021 0.235
C -2.22103 -0.57854 -0.56346 -0.677 -0.661 0.073
C 0.55548 -1.33878 2.29068 -0.322 0.637 0.252
C -0.18079 -0.72717 -2.19126 -1.009 0.313 0.314
C 0.80511 0.03348 -2.77503 0.289 -0.563 -0.329
C 1.69295 -1.07849 0.18966 0.857 -0.276 0.219
C 0.77412 0.01085 2.57480 1.253 -1.001 -0.306
C 0.93571 1.40737 -2.50765 -0.547 -0.218 0.143
C -2.76658 0.49778 0.06008 0.864 0.267 -0.204
H -2.45215 -2.38572 0.51448 0.164 -0.377 -0.168
H 0.03190 3.06550 -1.44938 0.304 0.070 -0.178
H 0.55790 0.41164 3.55118 -0.523 0.151 0.065
H 2.01870 -1.50586 -0.74314 0.111 -0.151 -0.081
H 1.64391 2.05057 -3.00702 0.232 -0.229 -0.119
H 1.45706 -0.50887 -3.45086 0.157 0.437 -0.170
H 2.73744 0.80250 -0.07529 -0.011 -0.111 -0.165
H -0.43170 -1.73597 -2.49962 0.564 -0.132 -0.050
H 0.19200 -3.32861 0.11538 0.159 -0.115 0.080
H -3.58096 0.56943 0.76148 -0.172 -0.045 -0.153
H -2.17660 -2.57066 -1.26501 -0.094 -0.383 0.109
H -2.38959 2.52521 -0.27658 0.272 0.119 0.259
H -3.76492 -2.11104 -0.60487 -0.064 0.007 -0.178
H 2.60665 2.23094 2.81026 -0.062 0.172 -0.058
H 0.05468 -1.96013 3.02029 -0.070 -0.174 -0.137
H 2.22277 2.81356 1.23856 -0.427 -0.087 -0.286
H 0.96545 2.64877 2.54064 -0.330 0.179 -0.339
```
Forces are in eV/Å.

charge = 0
HOMO energy = -0.2939 Eh
HOMO-LUMO gap = 8.847 eV
structure (SMILES) = Cc1c[nH]c2ccccc12.Cc1ccc(O)cc1



# 6
C11H20F3N4O9SV | ωB97M-V/def2-TZVPD

Geometry as XYZ:
```
49
Properties=species:S:1:pos:R:3:forces:R:3
V 0.30645 0.23598 -0.78490 -0.105 -0.530 -1.013
S 0.63742 -2.87056 0.62151 -2.965 -0.768 0.995
F 1.68439 -2.43950 3.03082 -0.762 0.301 1.422
F 3.12763 -2.73164 1.55674 0.807 -0.657 -0.412
F 1.94327 -4.47907 2.27546 0.371 1.265 -0.174
O 0.75196 -1.40724 0.27225 -0.208 0.224 1.206
O -1.30499 -0.83837 -4.12923 -0.981 -0.466 -0.706
O 2.28901 3.47857 0.02919 -0.543 -1.676 -0.082
O 1.62556 1.40347 0.40266 2.774 -3.607 4.660
O 0.78060 2.33335 -1.04870 -3.011 2.052 -4.664
O -0.77823 0.54767 -2.63302 -0.003 12.827 1.010
O 0.94385 -3.64076 -0.53196 0.962 -0.626 -0.304
O -0.54945 -1.23239 -2.11643 0.288 -6.241 2.212
O -0.62419 -3.26313 1.30244 2.369 1.433 -0.828
N 3.83184 0.29407 -1.27099 -1.291 1.013 -1.633
N -1.41809 0.49595 0.60814 1.054 0.710 1.484
N -0.97940 -0.51302 -3.03868 1.435 -5.232 -0.672
N 1.64137 2.47055 -0.18777 -0.197 1.670 -0.143
C 3.28707 -0.92682 -1.12996 1.383 -0.931 0.454
C 3.13846 0.90511 -2.30907 1.511 0.870 -0.328
C 2.26981 0.00620 -2.88365 -0.050 1.331 -0.254
C 0.06041 0.81536 2.84884 -0.180 -1.513 -1.444
C -1.15894 0.14861 2.04595 1.058 0.821 2.193
C -2.49380 -0.41842 0.18965 -0.871 0.225 -1.327
C 2.32157 -1.12521 -2.09076 0.483 -2.178 1.214
C -2.36071 2.50295 -0.60538 -0.721 0.485 -1.124
C 1.95131 -3.15793 1.98536 -0.968 -0.354 -1.790
C -3.83691 -0.23773 0.88644 -0.165 -0.741 -0.016
C -1.82530 1.92988 0.67568 -0.641 1.178 -0.707
H -3.82133 -0.46453 1.95247 0.043 -0.001 -0.069
H -0.13078 0.60570 3.90125 -0.061 0.217 -0.029
H 3.41049 1.89707 -2.63836 -0.040 -0.046 0.058
H -2.68180 -0.31871 -0.87937 0.019 0.702 -0.156
H 4.65147 0.67221 -0.81789 -0.404 -0.072 0.115
H 1.81432 0.09076 -3.85925 -0.368 0.315 0.270
H -1.21287 -0.92142 2.24654 0.653 -0.127 -0.641
H -2.58844 2.14229 1.42441 -0.293 -0.862 0.227
H -2.13861 -1.44846 0.15841 0.200 0.002 0.980
H -1.66258 2.70667 -1.41729 0.312 -0.465 0.185
H -3.18902 1.92817 -1.01963 0.062 -0.217 -0.024
H 3.84212 -1.61985 -0.51512 -0.700 -0.196 0.247
H -1.07129 2.64011 1.01498 0.874 -0.800 -0.052
H -4.33199 0.72223 0.73993 0.343 0.119 -0.079
H 0.98077 0.29500 2.58376 0.083 0.094 0.058
H -2.79974 3.48527 -0.43103 0.011 0.083 0.411
H 1.86335 -2.09826 -2.18868 -0.218 0.217 -0.262
H -1.96089 0.49790 2.69632 -0.740 0.284 -0.709
H -4.47985 -0.97352 0.40339 -0.200 -0.070 0.179
H 0.24473 1.87544 2.67452 -0.411 -0.062 0.059
```
Forces are in eV/Å.

charge = 0
HOMO energy (alpha / beta) = -0.3289 / -0.3292 Eh
multiplicity = 3
HOMO-LUMO gap (alpha / beta) = 7.661 / 8.374 eV
⟨S²⟩ = 2.02



Sequential relative energy (zero: lowest compared OMol25 entry of this formula, charge and spin) output: 2.851 4.866 0.000 0.000 0.654 2.851 eV
Sequential max |F| output: 5.8 2.4 2.8 1.5 1.9 12.9 eV/Å
Sequential DFT total energy output: -440.38247 -310.88046 -886.22908 -6500.63783 -749.87624 -2968.87561 hartree